Computed, not measured: C51H57CuGe2NOS4 as an isolated structure, with wB97M-V/def2-TZVPD.

* 2S+1: 1
* net charge: -1
* E_HOMO: -4.29 eV
* HOMO-LUMO gap: 6.6 eV
* E_LUMO: 2.33 eV

Element x y z (Å)
H 1.23667 3.81345 3.31507
C 1.64037 -3.48471 1.51859
H -2.06071 6.19427 1.01308
C 0.59392 3.94474 2.44419
C -1.48165 4.21270 0.46337
H 2.45248 -3.40536 -0.84632
C 0.07034 2.05018 -4.93666
H 5.04053 2.12925 0.10228
H 3.24333 3.50177 -1.69533
H -1.60530 -8.52792 -0.28707
C -1.00321 -6.14476 1.12756
H 4.82020 0.12555 -1.01851
C 2.93212 0.12853 1.84478
H 1.18067 -3.41574 -2.06063
C -0.88762 -6.49145 -0.21594
C 2.25153 3.13356 -1.42310
C 4.36214 1.81387 0.88916
C -3.43885 2.94185 3.44705
C 4.76252 4.02758 2.01928
H -2.61094 2.87715 -3.32185
C -1.75799 -7.57513 -0.79809
C -0.56788 2.81305 -3.97161
C -0.83004 3.58910 2.78236
H -3.97704 3.89197 0.21438
C -1.14770 3.14788 4.05917
C 1.60340 -2.08109 1.37635
C 0.13925 3.16841 -2.81137
C 2.65695 -4.10048 2.24621
C 1.39199 1.63642 -4.78894
C 3.21737 2.25688 2.92745
C -1.24404 6.14217 -0.97245
O -4.24431 -2.31225 -2.08042
C 1.46761 2.78361 -2.65636
C -0.23001 -5.14342 1.68539
S 0.52498 0.07883 -1.28654
C 2.65303 -1.34504 1.95532
C -4.86839 -3.41948 -4.46770
C -0.51394 3.97176 -1.73385
C -0.67487 5.33803 -1.94522
C 1.76075 -4.04977 -1.38537
C 3.65343 -3.36267 2.85579
H 4.41067 4.59301 2.88192
H 1.75850 3.89245 -0.81839
H 4.43451 -1.38895 3.13305
H 0.98087 3.31122 1.64232
C -4.30816 3.55008 1.19216
H -1.88205 2.22315 6.40042
H -2.81356 -7.31836 -0.69348
N -4.03562 -4.07544 -3.47301
S -1.60695 -2.54625 0.17607
H 1.38926 -0.43786 3.94854
H 4.56545 -1.29099 0.01575
S -3.03051 1.05323 -1.27656
C 0.69793 -4.46421 0.88369
C 2.63926 0.98699 2.90289
C 2.04490 0.77976 -5.84152
H 3.10207 1.69402 -3.50629
C -2.77346 2.27030 5.77508
C 0.02742 -5.80409 -0.99244
H 2.98548 2.91947 3.75599
C -3.16495 3.39756 2.16106
H -5.84818 -3.18290 -4.05203
Ge 0.03425 -1.19227 0.51412
C 3.64828 -1.99271 2.69486
C 4.09932 2.67724 1.94940
H -3.50906 2.90178 6.27774
H 2.65130 -5.18176 2.32149
H -2.40453 2.79198 -5.07689
H 2.29696 0.65980 4.99908
H -0.71361 -3.69127 3.17481
H -4.46268 2.68226 3.70006
C 0.82946 -4.79279 -0.46128
H -1.36833 7.20449 -1.14404
H 2.07015 1.28987 -6.80695
H -3.77986 -6.10987 -2.96358
H 3.06823 0.52894 -5.56309
C 4.12055 -0.35697 -0.33534
H 0.66819 4.98164 2.10844
H -3.74351 -5.73729 -4.68665
H 4.43059 -3.84830 3.43299
H 5.84716 3.92629 2.09958
H -1.22428 -5.33445 3.57682
C 1.75512 0.58155 4.05257
Cu -2.98779 -1.13784 -0.91967
C -1.63477 5.57723 0.22979
S -0.67672 0.59259 1.70267
H 2.37991 2.24494 -0.80415
H 1.49456 -0.15317 -5.97699
C -3.44330 -5.38331 -3.70312
H -2.35358 -5.33740 -3.67195
H 3.21774 -0.60944 -0.89418
C -2.44640 2.80002 4.40370
H -3.19186 1.26442 5.71009
H -3.11318 -3.94465 -1.63281
C -2.00325 3.22249 -4.15918
C 2.07559 2.01837 -3.65027
H -0.34096 5.76501 -2.88424
H 0.12925 -6.05319 -2.04501
H 2.34147 -4.74586 -1.99383
H -1.54714 -7.72310 -1.85764
H -0.48265 1.75566 -5.82297
H 4.55696 4.61623 1.12374
Ge -1.10043 1.40445 -0.37165
H -5.03903 4.26157 1.58591
H -2.10597 4.30929 -4.21518
C -1.84452 3.69944 1.82118
H -0.35419 3.04217 4.79234
H 0.48146 -4.87129 3.70938
C -3.78829 -3.42555 -2.32801
H -4.80290 2.59070 1.04281
C 3.78711 0.55577 0.81413
H -4.41396 -2.48190 -4.79016
C -0.42987 -4.74442 3.12051
H -4.98608 -4.08133 -5.32243
C -0.92843 3.38846 -0.52715
H -1.73092 -6.65676 1.74941
H 0.88446 1.23676 4.10207

Results of the Mulliken charge analysis, in e, for atoms 1 through 6: 0.361, 0.370, 0.512, -1.058, -0.095, 0.195


Computed, not measured: a 2-piece molecular cluster, C51H57N4O overall, with wB97M-V/def2-TZVPD.

* 2S+1: 1
* net charge: +1
* E_HOMO: -8.00 eV
* HOMO-LUMO gap: 3.8 eV
* ΔE to the lowest compared entry with this formula, charge and spin: 8.9 kcal per mole
* E_LUMO: -4.15 eV

Element x y z (Å)
C 0.86016 4.03572 4.53789
C 1.55168 0.38048 5.33689
H -5.06323 -3.90454 0.62728
C 1.44035 -2.16860 -2.06105
C 0.38224 4.47459 1.15131
H -0.84533 0.24778 -8.36626
H -1.52063 -4.70824 -1.90349
H -0.41275 5.21205 1.03225
H 1.94648 5.95283 1.34527
C -0.80546 0.01261 -5.66938
C -0.03504 0.23754 2.40925
C -2.92965 -1.26887 5.31853
C 1.62785 -0.29393 0.62305
C -2.81101 -0.36389 2.93967
H 1.80547 -0.01077 -0.41982
C 2.72641 3.93595 1.36008
C 3.01415 2.38893 5.22399
H -3.94173 -3.36396 4.03280
H 2.96937 -8.35536 -1.90578
C -2.67874 1.60805 4.44369
H -3.78386 -1.78184 0.02580
H -3.08774 0.37621 -0.36813
C -4.31868 -4.05144 1.41884
H 2.47585 -0.00073 5.79227
H 4.55060 5.43181 5.18970
C -0.39124 1.74587 -3.46757
H 0.56439 3.77302 -6.73771
C 0.00286 -6.79317 -1.53922
H 2.62549 -0.38028 1.09069
C -0.47631 2.26897 -4.73938
C 0.37867 3.32076 -8.88227
N -0.35275 1.88577 -7.12597
H 1.46465 3.45520 -8.87084
H 1.14301 -1.27989 0.64737
H -1.97355 -2.26201 -1.74858
H 0.87556 0.48963 -8.11682
C -0.86984 1.16017 3.20621
H 2.61556 -6.34810 -3.11065
C 1.07711 2.13957 1.23405
C 0.06136 3.11855 1.18293
H 2.68983 -3.85887 -2.46589
C -3.69118 -2.55763 3.33715
H 3.83433 1.74627 5.55118
C 2.42716 2.58075 1.25576
H 0.74945 0.25226 6.07843
C -0.75291 -0.50132 -4.39480
C -3.58681 -1.67944 1.09357
C 2.13475 4.57229 4.75993
H -0.88908 -1.57115 -4.24062
H 2.27690 -1.46674 -2.06205
C -3.86406 -2.73419 1.96402
H 4.89424 4.14967 6.37677
H 1.32151 -0.25154 4.47437
H -3.69772 1.50816 4.77839
H -0.77500 4.80648 3.34005
H -1.60216 0.72780 0.50508
C -0.13958 -0.23789 -2.00849
H -0.84774 -6.86986 -2.23036
H -1.00703 -0.65055 -6.51377
C -1.69148 2.38412 4.89076
C -0.69961 -3.98626 -1.93697
H -3.25473 -2.21425 5.77046
H -0.04919 4.15181 -9.44488
H 0.79426 1.59343 -10.16307
H -1.67030 3.08129 5.71267
H -1.08151 3.85471 -7.35865
H 2.60612 -7.56617 -0.36619
N -0.53612 2.07606 4.15796
C 0.77926 0.71623 1.28694
H -0.92325 1.98782 -9.99404
C -0.08034 1.02261 -8.25645
H 3.20673 1.81095 1.25909
C 0.81740 -8.09657 -1.47312
N -2.15578 0.79172 3.44511
C 1.76440 1.81342 4.97461
C 0.73197 2.63719 4.49816
C 0.63758 -4.45387 -2.06416
C 1.70867 4.88963 1.28756
H -0.21151 2.39482 -2.60878
C -0.94790 -2.62533 -1.86079
C -0.13697 3.29172 -7.43312
H 2.27845 5.65317 4.67764
C -0.56588 1.40423 -5.87152
H -0.42752 -6.55572 -0.55105
H 0.64394 -8.67768 -2.38321
H -1.86855 -1.14288 5.57505
C -0.27455 4.97937 4.29945
C -3.03808 -0.48584 1.56649
H 3.76796 4.24267 1.47914
C 1.68147 -3.51173 -2.24360
C 2.30890 -6.27149 -2.05389
H 0.13252 5.99897 4.26860
H 0.53053 -8.70848 -0.61789
H -0.01159 0.43899 -1.17289
C -2.69135 0.61949 0.62567
H -3.10563 1.58604 0.94681
O -0.05603 -0.98280 2.70609
H -4.75021 -4.66467 2.21621
H -0.41737 3.34899 -4.89006
H -3.51266 -0.46580 5.78345
C 0.11340 -1.67058 -1.92309
H -0.98078 2.79624 1.10175
H -3.46753 -4.59927 0.98940
N 0.94691 -5.77673 -1.95792
C -3.16576 -1.36762 3.84778
C 4.57227 4.34896 5.34647
C -0.46195 0.33233 -3.25704
H -1.01717 4.95261 5.10771
H 3.03759 -5.61134 -1.56722
C 0.03475 1.95204 -9.46921
H 5.31782 3.90471 4.67442
C 3.21801 3.76248 5.09694
C 2.28383 -7.66461 -1.40917

Results of the Mulliken charge analysis, in e, for atoms 1 through 6: 1.159, -1.373, 0.367, -0.036, -0.792, 0.319